[1]
The following is a DFT calculation (ωB97M-V with the def2-TZVPD basis set) of 11 unconnected molecules or ions with the total composition C55H65Cl20F20IO4 at a distorted geometry.

Values from the calculation:
Kohn-Sham gap: 7.95 eV
E_HOMO: -8.609 eV
energy above the lowest of the compared OMol25 structures with the same formula, charge and spin: 0.0 kJ/mol
energy: -379179.313 eV
F_max: 0.0352 Eh/bohr

The geometry in XYZ format:
```
165
C55H65Cl20F20IO4 (ωB97M-V with the def2-TZVPD basis set)
C 4.131 -2.443 2.555
C 3.334 -1.976 1.778
C 2.550 -1.717 0.608
C 3.176 -0.940 -0.368
C 2.491 -0.667 -1.525
C 1.210 -1.134 -1.707
C 0.558 -1.906 -0.758
C -0.843 -2.372 -0.999
C -1.807 -1.236 -0.648
O -2.036 -1.183 0.748
C -3.179 -0.436 1.054
C -2.998 1.058 0.775
C 1.263 -2.196 0.409
I 0.363 -3.409 1.885
C 0.540 -0.738 -2.995
O -0.143 -1.474 -3.665
C 0.844 0.664 -3.432
C -0.138 1.429 -3.991
C 0.182 2.717 -4.378
C -0.954 3.517 -4.999
F -1.073 4.753 -4.478
F -2.130 2.894 -4.701
C -0.950 3.610 -6.545
F 0.148 4.208 -7.018
F -2.023 4.338 -6.910
C -1.077 2.256 -7.297
F -1.006 2.546 -8.605
F -0.085 1.419 -7.024
F -2.240 1.657 -7.089
C 1.468 3.214 -4.217
C 1.825 4.607 -4.691
C 2.884 4.599 -5.838
O 3.065 3.307 -6.375
C 4.211 3.219 -7.206
C 5.177 2.131 -6.745
C 2.468 2.428 -3.624
C 3.860 2.983 -3.427
C 4.551 2.763 -2.079
C 3.772 3.184 -0.863
F 2.699 2.381 -0.626
F 4.585 3.005 0.209
C 3.236 4.629 -0.920
F 2.168 4.690 -1.719
F 4.204 5.384 -1.499
C 2.930 5.330 0.415
F 2.566 6.598 0.100
F 4.025 5.456 1.171
C 1.838 4.681 1.289
F 2.426 3.628 1.901
F 0.828 4.167 0.586
C 1.309 5.573 2.425
F 2.296 6.046 3.190
F 0.572 4.760 3.209
C 0.373 6.768 2.002
F 1.099 7.906 2.087
F -0.610 6.902 2.876
F -0.075 6.685 0.767
C 2.125 1.139 -3.257
C 3.071 0.129 -2.666
O 4.171 -0.089 -3.115
H 4.955 -2.824 3.095
H 4.174 -0.558 -0.216
H -1.121 -3.216 -0.375
H -1.025 -2.624 -2.031
H -2.771 -1.388 -1.149
H -1.410 -0.267 -0.977
H -4.072 -0.812 0.540
H -3.403 -0.528 2.117
H -3.114 1.283 -0.284
H -3.740 1.648 1.312
H -2.030 1.381 1.157
H -1.113 0.988 -4.121
H 0.976 5.137 -5.088
H 2.240 5.216 -3.891
H 2.514 5.250 -6.637
H 3.812 5.057 -5.483
H 4.754 4.166 -7.255
H 3.913 2.997 -8.233
H 5.784 1.777 -7.575
H 5.879 2.486 -5.991
H 4.595 1.303 -6.343
H 3.924 4.041 -3.642
H 4.488 2.508 -4.180
H 4.905 1.756 -1.890
H 5.438 3.395 -2.071
Cl 2.874 10.857 4.905
C 2.245 9.339 5.592
C 1.727 9.520 6.996
Cl 3.033 9.858 8.163
H 3.041 8.598 5.555
H 1.435 9.008 4.943
H 1.237 8.605 7.325
H 1.008 10.334 7.054
Cl 2.869 -3.645 4.617
C 3.210 -4.684 6.027
C 3.304 -3.931 7.327
Cl 4.748 -2.880 7.413
H 4.127 -5.229 5.812
H 2.393 -5.399 6.092
H 3.384 -4.648 8.144
H 2.427 -3.306 7.510
Cl -0.203 -5.526 4.947
C 0.258 -7.100 4.244
C 0.524 -8.146 5.295
Cl 2.002 -7.809 6.238
H 1.125 -6.937 3.608
H -0.573 -7.420 3.618
H 0.670 -9.115 4.820
H -0.303 -8.230 5.992
Cl -2.564 -4.721 -4.373
C -0.924 -4.486 -5.035
C 0.105 -5.310 -4.304
Cl 0.341 -4.726 -2.640
H -0.693 -3.425 -4.982
H -0.955 -4.781 -6.083
H 1.065 -5.232 -4.813
H -0.175 -6.359 -4.258
Cl -5.670 -3.961 -3.207
C -6.030 -4.545 -4.852
C -7.495 -4.838 -5.047
Cl -8.030 -6.254 -4.102
H -5.419 -5.425 -5.036
H -5.719 -3.762 -5.541
H -7.689 -5.067 -6.093
H -8.113 -3.992 -4.759
Cl -8.924 -7.024 -7.672
C -9.450 -8.404 -6.671
C -8.864 -9.707 -7.147
Cl -9.524 -10.210 -8.726
H -10.537 -8.428 -6.681
H -9.120 -8.201 -5.656
H -9.104 -10.496 -6.437
H -7.783 -9.645 -7.241
Cl 0.737 5.961 10.747
C 0.921 5.609 9.013
C -0.220 4.806 8.451
Cl -0.254 3.133 9.050
H 1.872 5.101 8.874
H 0.968 6.572 8.504
H -0.119 4.741 7.380
H -1.181 5.261 8.679
Cl 0.828 -12.894 8.356
C 0.631 -11.175 8.782
C -0.790 -10.706 8.604
Cl -1.268 -10.651 6.886
H 1.320 -10.596 8.172
H 0.921 -11.071 9.826
H -0.893 -9.694 8.995
H -1.494 -11.349 9.126
Cl 0.309 -1.092 5.124
C 0.313 0.063 6.486
C 1.346 -0.316 7.521
Cl 0.927 -1.820 8.389
H -0.689 0.092 6.908
H 0.545 1.048 6.084
H 1.416 0.463 8.279
H 2.328 -0.448 7.069
Cl -3.399 5.793 -1.958
C -4.595 5.058 -3.057
C -5.481 4.068 -2.346
Cl -4.589 2.609 -1.845
H -4.055 4.592 -3.878
H -5.200 5.870 -3.457
H -6.277 3.740 -3.014
H -5.935 4.504 -1.460
```

***

[2]
The following is a DFT calculation (ωB97M-V with the def2-TZVPD basis set) of a molecular structure, C55H67AsBrHgN6O2S at a distorted geometry.

Values from the calculation:
Kohn-Sham gap (spin up / spin down): 3.65 / 5.20 eV
E_HOMO (spin up / spin down): 0.277 / -1.271 eV
energy above the lowest of the compared OMol25 structures with the same formula, charge and spin: 0.0 kJ/mol
energy: -217049.686 eV
F_max: 0.0201 Eh/bohr
net charge: -2
⟨S²⟩: 0.809
2S+1: 2

The geometry in XYZ format:
```
134
C55H67AsBrHgN6O2S (ωB97M-V with the def2-TZVPD basis set)
Hg -1.261 0.844 -0.072
C 0.166 6.593 -2.664
C 1.144 5.424 -2.467
C 0.459 4.089 -2.422
C 0.306 3.162 -3.442
C 0.794 3.256 -4.856
C 1.927 2.272 -5.165
C -0.431 2.053 -2.896
C -0.932 0.912 -3.601
C -1.653 -0.172 -3.085
C -2.188 -1.293 -3.870
C -2.060 -1.307 -5.369
C -3.030 -2.195 -6.152
C -2.724 -2.181 -2.979
C -2.564 -1.593 -1.648
C -3.048 -2.133 -0.461
C -3.244 -1.477 0.786
N -2.955 -0.160 1.008
C -3.505 0.218 2.184
C -3.448 1.544 2.715
C -2.730 2.635 2.215
N -1.916 2.613 1.132
C -1.379 3.862 0.955
C -0.519 4.244 -0.068
C -0.200 3.549 -1.272
N -0.687 2.314 -1.594
C -1.901 4.743 1.999
C -2.726 3.985 2.775
C -3.492 4.410 3.987
C -2.744 4.079 5.288
C -1.619 6.213 2.119
C -0.412 6.515 3.014
C -4.147 -0.921 2.780
C -3.965 -1.986 1.911
C -4.464 -3.392 2.049
C -5.821 -3.607 1.364
C -4.852 -0.924 4.102
C -6.309 -0.442 4.013
N -1.917 -0.395 -1.773
C -3.430 -3.493 -3.198
C -4.956 -3.362 -3.074
H 0.697 7.551 -2.694
H -0.562 6.622 -1.852
H -0.386 6.471 -3.599
H 1.695 5.569 -1.533
H 1.874 5.437 -3.282
H 1.144 4.273 -5.055
H -0.038 3.067 -5.544
H 2.787 2.474 -4.520
H 2.251 2.349 -6.208
H 1.606 1.246 -4.974
H -0.747 0.900 -4.669
H -1.030 -1.584 -5.626
H -2.204 -0.280 -5.713
H -2.821 -3.256 -6.009
H -2.950 -1.985 -7.222
H -4.062 -2.005 -5.848
H -3.393 -3.161 -0.514
H -4.004 1.719 3.632
H -0.095 5.239 0.030
H -4.467 3.914 4.002
H -3.682 5.488 3.945
H -2.526 3.010 5.335
H -3.334 4.358 6.167
H -1.792 4.610 5.327
H -2.503 6.721 2.515
H -1.435 6.621 1.123
H -0.579 6.129 4.021
H -0.223 7.592 3.082
H 0.477 6.025 2.622
H -4.562 -3.640 3.111
H -3.726 -4.079 1.629
H -6.580 -2.965 1.815
H -6.153 -4.648 1.449
H -5.754 -3.352 0.304
H -4.323 -0.270 4.804
H -4.833 -1.934 4.523
H -6.343 0.570 3.603
H -6.782 -0.433 5.002
H -6.892 -1.092 3.357
H -3.068 -4.210 -2.455
H -3.182 -3.900 -4.176
H -5.209 -2.855 -2.143
H -5.449 -4.339 -3.091
H -5.354 -2.759 -3.894
O 1.685 1.988 3.897
C 2.310 2.767 3.072
C 2.795 4.047 3.434
C 3.440 4.861 2.519
C 3.626 4.455 1.202
C 3.179 3.189 0.825
C 2.555 2.346 1.730
C 2.120 0.920 1.410
O 0.788 0.642 1.785
N 2.326 0.615 0.007
N 1.706 -0.402 -0.561
C 2.334 -0.973 -1.527
C 1.866 -2.109 -2.268
Br 0.460 -3.102 -1.455
C 2.370 -2.618 -3.407
C 3.399 -2.112 -4.309
C 3.902 -0.804 -4.360
C 4.896 -0.444 -5.258
C 5.404 -1.356 -6.172
C 4.888 -2.646 -6.171
C 3.920 -3.013 -5.255
H 0.747 1.106 2.676
H 2.635 4.383 4.453
H 3.797 5.838 2.833
H 4.111 5.102 0.481
H 3.320 2.870 -0.202
H 2.782 0.243 1.976
H 3.299 0.709 -0.247
H 3.334 -0.624 -1.790
H 1.958 -3.576 -3.703
H 3.484 -0.034 -3.730
H 5.275 0.571 -5.244
H 6.164 -1.062 -6.883
H 5.248 -3.373 -6.891
H 3.547 -4.032 -5.256
C 2.563 -1.171 4.710
As 0.823 -1.837 4.153
C -0.416 -0.430 4.576
C 0.425 -3.090 5.607
S 0.829 -2.897 2.375
H 2.621 -1.199 5.799
H 2.656 -0.138 4.369
H 3.339 -1.795 4.275
H -1.126 -0.813 5.306
H -0.942 -0.132 3.678
H 0.136 0.425 4.965
H 0.415 -2.570 6.569
H 1.159 -3.894 5.619
H -0.559 -3.513 5.407
```